Here is a structure of composition C19H49Cl2O20P4Pb from the Open Molecules 2025 dataset. Energies are from the ωB97M-V functional and the def2-TZVPD basis.

XYZ file:
```
95
C19H49Cl2O20P4Pb (the ωB97M-V functional and the def2-TZVPD basis)
Pb 8.594 0.551 2.128
C 2.222 1.247 -0.838
C 3.663 1.116 -0.248
O 4.350 0.084 -0.373
O 4.155 2.061 0.438
H 2.277 1.646 -1.851
H 1.707 1.949 -0.182
H 1.674 0.316 -0.695
C 0.713 -2.032 -5.971
Cl 0.710 -0.383 -6.685
Cl -0.677 -3.045 -6.474
H 1.661 -2.516 -6.208
H 0.645 -2.118 -4.887
C 2.820 -11.008 -0.366
O 2.621 -9.979 0.582
P 1.458 -8.832 0.196
O 1.310 -8.447 -1.230
O 0.122 -9.428 0.893
C -1.085 -8.948 0.386
O 1.827 -7.538 1.099
C 2.839 -6.663 0.572
H 3.526 -11.670 0.135
H 3.571 -10.526 -0.992
H 1.927 -11.441 -0.819
H -1.563 -9.636 -0.311
H -0.879 -7.961 -0.028
H -1.838 -8.760 1.152
H 2.381 -6.031 -0.189
H 3.700 -7.116 0.081
H 3.257 -6.032 1.356
C -7.501 4.881 -4.765
O -6.181 5.355 -4.538
P -5.087 5.231 -5.656
O -5.510 5.932 -6.868
O -3.765 5.868 -4.889
C -3.216 5.214 -3.780
O -4.756 3.689 -5.767
C -4.662 3.061 -6.965
H -8.309 5.611 -4.726
H -7.718 4.055 -4.088
H -7.579 4.421 -5.750
H -2.160 4.987 -3.927
H -3.704 4.316 -3.401
H -3.402 5.923 -2.974
H -4.545 1.981 -7.061
H -3.756 3.427 -7.449
H -5.597 3.380 -7.425
C 4.266 2.012 7.337
O 4.134 0.836 8.095
P 4.183 -0.506 7.179
O 5.240 -0.645 6.095
O 4.244 -1.701 8.222
C 5.182 -1.787 9.279
O 2.681 -0.650 6.603
C 2.109 -1.982 6.364
H 3.705 2.888 7.661
H 4.399 1.882 6.263
H 5.283 2.353 7.529
H 5.334 -0.828 9.775
H 6.147 -2.064 8.856
H 4.985 -2.590 9.991
H 1.306 -2.164 7.078
H 2.956 -2.652 6.512
H 1.825 -2.135 5.323
C -7.925 -4.314 1.091
O -6.838 -4.612 0.236
P -7.020 -4.282 -1.351
O -8.235 -3.596 -1.767
O -5.716 -3.515 -1.780
C -5.522 -2.055 -1.761
O -6.845 -5.749 -2.004
C -7.749 -6.760 -1.642
H -8.805 -4.414 0.456
H -7.882 -3.400 1.683
H -7.998 -4.974 1.956
H -6.405 -1.605 -1.309
H -5.282 -1.464 -2.645
H -4.594 -1.946 -1.199
H -8.313 -6.410 -0.777
H -7.218 -7.653 -1.311
H -8.413 -7.157 -2.410
O 6.212 13.345 -0.292
C 6.670 12.292 0.045
O 6.054 11.165 0.322
C 4.608 11.061 0.197
C 4.207 9.625 0.654
C 8.141 12.306 0.435
H 4.285 11.091 -0.844
H 4.139 11.933 0.652
H 4.463 9.592 1.712
H 4.973 8.926 0.319
H 3.210 9.207 0.514
H 8.330 11.363 0.948
H 8.282 12.965 1.292
H 8.965 12.583 -0.223
```

Values from the calculation:
E_LUMO, eV: -8.468
Total charge: +1
Energy relative to the best compared isomer or geometry (same formula, charge and spin), kJ/mol: 1256.0
E, Eh: -4736.51371
Orbital gap, hartree: 0.1023
HOMO energy, eV: -11.25



Here is a cluster of 4 separate species, C19H49O10PS3 in total from the Open Molecules 2025 dataset. Energies are from the ωB97M-V functional and the def2-TZVPD basis.

XYZ file:
```
82
C19H49O10PS3 (the ωB97M-V functional and the def2-TZVPD basis)
C 6.940 -1.706 0.321
C 6.266 -0.520 -0.365
C 6.402 0.805 0.392
P 4.833 1.814 0.260
O 3.422 2.807 0.133
C 2.444 2.526 -0.851
C 1.157 1.915 -0.303
C 0.566 2.776 0.813
C 1.333 0.461 0.140
C 0.007 -0.285 0.407
C 0.024 -0.962 1.778
C -0.331 -1.303 -0.704
H 6.726 -1.711 1.392
H 8.024 -1.664 0.203
H 6.598 -2.657 -0.091
H 6.684 -0.403 -1.367
H 5.204 -0.760 -0.516
H 7.224 1.408 -0.005
H 6.627 0.626 1.449
H 5.355 2.870 1.024
H 4.936 1.826 -1.152
H 4.097 0.803 0.904
H 2.205 3.466 -1.360
H 2.871 1.853 -1.614
H 0.452 1.917 -1.145
H 1.070 2.577 1.762
H 0.672 3.841 0.591
H -0.497 2.581 0.956
H 1.953 0.447 1.043
H 1.895 -0.071 -0.634
H -0.798 0.456 0.421
H -0.959 -1.359 2.025
H 0.324 -0.267 2.566
H 0.736 -1.792 1.770
H -0.327 -2.323 -0.311
H -1.318 -1.140 -1.137
H 0.398 -1.277 -1.515
C -6.818 -1.173 1.451
C -5.894 -2.056 2.258
O -5.307 -3.122 1.460
S -4.117 -2.732 0.491
C -3.503 -4.345 0.192
O -3.166 -1.948 1.219
O -4.644 -2.203 -0.733
H -6.273 -0.600 0.703
H -7.318 -0.478 2.127
H -7.574 -1.771 0.944
H -5.084 -1.491 2.719
H -6.430 -2.592 3.037
H -3.146 -4.780 1.121
H -2.691 -4.240 -0.527
H -4.306 -4.944 -0.232
C -1.703 -6.989 -5.645
C -2.067 -5.542 -5.891
O -3.301 -5.158 -5.224
S -3.230 -4.891 -3.665
C -4.736 -4.004 -3.503
O -2.115 -4.032 -3.391
O -3.318 -6.132 -2.954
H -1.443 -7.165 -4.603
H -0.845 -7.247 -6.267
H -2.534 -7.643 -5.908
H -1.280 -4.860 -5.570
H -2.280 -5.355 -6.941
H -4.655 -3.081 -4.071
H -4.863 -3.774 -2.449
H -5.546 -4.630 -3.870
C -0.339 8.432 3.457
C -0.343 6.923 3.358
O 0.781 6.413 2.595
S 2.194 6.376 3.320
C 2.980 5.256 2.225
O 2.029 5.782 4.614
O 2.818 7.661 3.230
H 0.501 8.792 4.048
H -1.266 8.758 3.931
H -0.277 8.880 2.465
H -0.333 6.449 4.340
H -1.209 6.561 2.808
H 2.481 4.294 2.278
H 4.014 5.170 2.553
H 2.937 5.659 1.217
```

Values from the calculation:
E_LUMO, eV: 0.635
SMILES string: CCC[PH3]OC[C@H](C)CC(C)C.CCOS(C)(=O)=O.CCOS(C)(=O)=O.CCOS(C)(=O)=O
E, Eh: -3041.56040
Orbital gap, hartree: 0.3703
HOMO energy, eV: -9.44



Here is a structure of composition C19H50AsN9Si5TcTe from the Open Molecules 2025 dataset. Energies are from the ωB97M-V functional and the def2-TZVPD basis.

XYZ file:
```
86
C19H50AsN9Si5TcTe (the ωB97M-V functional and the def2-TZVPD basis)
Tc 0.696 0.986 0.021
N 3.200 3.107 0.760
C 3.417 1.977 0.063
N 4.493 1.227 0.176
N 4.385 0.274 -0.734
N 3.197 0.431 -1.414
N 2.516 1.475 -0.841
C 1.937 3.646 0.825
N 1.639 4.882 1.144
N 0.307 4.931 1.097
N -0.189 3.795 0.768
N 0.825 2.911 0.596
H 3.979 3.602 1.171
C -2.851 4.467 -1.764
Si -3.268 3.462 -0.235
C -3.183 4.427 1.370
C -4.904 2.531 -0.364
As -1.655 1.508 -0.319
Si -2.060 0.711 2.010
C -0.925 -0.764 2.339
C -3.850 0.165 2.191
C -1.591 2.095 3.192
Si -2.041 0.614 -2.607
C -0.911 1.812 -3.520
C -1.373 -1.153 -2.594
C -3.838 0.653 -3.143
H -3.451 5.380 -1.772
H -3.064 3.926 -2.687
H -1.802 4.765 -1.756
H -3.709 5.375 1.234
H -2.158 4.661 1.646
H -3.671 3.896 2.186
H -5.729 3.235 -0.224
H -4.996 1.764 0.403
H -5.045 2.053 -1.331
H -0.892 -1.457 1.502
H -1.286 -1.321 3.208
H 0.094 -0.434 2.569
H -4.212 -0.426 1.349
H -4.514 1.018 2.332
H -3.919 -0.452 3.090
H -0.874 2.793 2.762
H -1.153 1.661 4.093
H -2.465 2.668 3.497
H 0.065 1.855 -3.031
H -1.323 2.821 -3.514
H -0.766 1.526 -4.563
H -0.282 -1.152 -2.566
H -1.670 -1.692 -3.497
H -1.751 -1.711 -1.735
H -4.218 1.672 -3.216
H -4.478 0.086 -2.467
H -3.921 0.200 -4.135
C 0.314 -6.245 0.819
Si -0.021 -4.449 1.240
C -1.874 -4.126 1.369
C 0.962 -3.901 2.752
C 0.596 -3.506 -0.329
Te 1.456 -1.553 -0.522
C 3.141 -1.813 0.787
Si 4.767 -1.432 -0.140
C 6.304 -1.305 0.890
C 4.840 -2.504 -1.672
C 3.263 0.416 -2.896
H -0.066 -6.901 1.606
H 1.381 -6.451 0.710
H -0.177 -6.536 -0.111
H -2.273 -4.569 2.284
H -2.389 -4.604 0.533
H -2.145 -3.070 1.367
H 0.437 -4.187 3.666
H 1.126 -2.825 2.791
H 1.938 -4.392 2.782
H -0.209 -3.487 -1.069
H 1.393 -4.116 -0.766
H 3.099 -2.860 1.089
H 3.033 -1.202 1.683
H 6.535 -2.272 1.341
H 6.215 -0.569 1.689
H 7.154 -1.021 0.267
H 4.997 -3.543 -1.373
H 5.675 -2.229 -2.319
H 3.925 -2.464 -2.263
H 3.042 1.410 -3.276
H 2.539 -0.295 -3.290
H 4.262 0.122 -3.204
```

Values from the calculation:
2S+1: 2
⟨S²⟩: 0.85
E_LUMO (spin up / spin down), eV: -8.262 / -8.111
Total charge: +2
E, Eh: -5278.28029
Orbital gap (spin up / spin down), hartree: 0.1846 / 0.1887
HOMO energy (spin up / spin down), eV: -13.28 / -13.25



Here is a structure of composition C19H53GaNO18P4 from the Open Molecules 2025 dataset. Energies are from the ωB97M-V functional and the def2-TZVPD basis.

XYZ file:
```
96
C19H53GaNO18P4 (the ωB97M-V functional and the def2-TZVPD basis)
C -0.973 2.985 -1.831
C -2.418 3.406 -1.948
O -3.028 3.179 -2.947
N -2.972 4.113 -0.826
C -3.372 5.469 -1.231
C -4.033 3.341 -0.148
C -3.709 3.015 1.329
C -3.557 1.526 1.599
C -2.356 0.894 0.858
Ga -2.876 -0.689 -0.323
O -4.683 -0.471 -0.843
H -0.594 3.287 -0.857
H -0.370 3.448 -2.608
H -0.939 1.895 -1.854
H -2.916 6.220 -0.588
H -4.451 5.608 -1.304
H -2.970 5.653 -2.229
H -4.258 2.419 -0.689
H -4.961 3.917 -0.140
H -4.490 3.428 1.976
H -2.782 3.519 1.606
H -4.474 0.962 1.414
H -3.360 1.415 2.673
H -1.782 1.640 0.309
H -1.669 0.481 1.604
H -1.883 -0.658 -1.611
H -2.776 -2.078 0.510
H -5.051 -1.354 -0.932
C 0.964 -4.374 -4.052
O 0.281 -5.604 -3.703
P -0.007 -5.915 -2.122
O -0.359 -7.353 -2.198
O -1.234 -4.892 -2.014
C -2.481 -5.197 -2.623
O 0.248 -5.703 -0.529
C 1.138 -6.638 0.115
H 1.059 -4.352 -5.134
H 0.383 -3.509 -3.726
H 1.958 -4.336 -3.609
H -2.597 -6.258 -2.846
H -2.575 -4.628 -3.549
H -3.270 -4.887 -1.942
H 1.974 -6.915 -0.524
H 0.578 -7.529 0.386
H 1.526 -6.165 1.015
C 2.172 -3.356 0.408
O 2.853 -3.230 -0.864
P 3.855 -1.996 -1.092
O 4.105 -1.952 -2.539
O 5.077 -2.592 -0.217
C 5.911 -3.575 -0.822
O 4.044 -0.542 -0.477
C 3.354 0.542 -1.140
H 1.543 -4.232 0.362
H 2.895 -3.472 1.219
H 1.547 -2.483 0.591
H 5.823 -3.564 -1.908
H 5.646 -4.567 -0.448
H 6.941 -3.354 -0.545
H 2.372 0.243 -1.499
H 3.959 0.887 -1.975
H 3.237 1.344 -0.416
C -4.973 11.492 -0.567
O -3.931 10.502 -0.646
P -2.902 10.503 -1.941
O -2.319 9.154 -1.761
O -2.045 11.731 -1.309
C -1.262 11.463 -0.148
O -2.310 10.940 -3.392
C -2.484 10.009 -4.478
H -5.525 11.312 0.352
H -4.546 12.498 -0.537
H -5.658 11.408 -1.410
H -1.079 10.396 -0.025
H -1.768 11.847 0.739
H -0.311 11.979 -0.267
H -3.443 9.498 -4.433
H -1.682 9.275 -4.444
H -2.427 10.574 -5.406
C 2.490 -7.006 6.844
O 2.723 -7.615 5.558
P 4.010 -7.149 4.697
O 3.772 -7.651 3.338
O 5.098 -7.981 5.547
C 5.231 -9.376 5.279
O 4.955 -5.870 4.631
C 4.582 -4.839 3.690
H 1.588 -7.449 7.255
H 3.326 -7.205 7.518
H 2.342 -5.931 6.746
H 4.814 -9.641 4.308
H 4.727 -9.951 6.058
H 6.293 -9.616 5.289
H 3.501 -4.717 3.641
H 4.967 -5.093 2.706
H 5.029 -3.906 4.021
```

Values from the calculation:
E_LUMO, eV: 0.370
Total charge: -1
E, Eh: -5455.12079
Orbital gap, hartree: 0.1778
HOMO energy, eV: -4.47



Here is a cluster of 6 separate species, C19H54BrO25P5S2 in total from the Open Molecules 2025 dataset. Energies are from the ωB97M-V functional and the def2-TZVPD basis.

XYZ file:
```
106
C19H54BrO25P5S2 (the ωB97M-V functional and the def2-TZVPD basis)
C 2.313 -4.922 -3.826
C 3.246 -5.960 -3.154
Br 4.871 -5.157 -2.442
C 2.446 -6.650 -2.052
O 3.193 -7.678 -1.384
S 3.673 -7.209 0.099
O 4.390 -8.320 0.620
O 2.176 -7.109 0.814
C 2.088 -6.032 1.735
S 2.538 -4.397 1.066
O 3.244 -3.700 2.093
O 1.336 -3.762 0.619
H 1.384 -4.844 -3.264
H 2.786 -3.946 -3.892
H 2.128 -5.278 -4.837
H 3.531 -6.718 -3.877
H 1.578 -7.092 -2.541
H 2.060 -5.882 -1.379
H 1.036 -5.946 2.005
H 2.620 -6.238 2.664
H 3.364 -4.504 -0.010
C 1.883 2.965 -3.661
O 1.818 1.669 -4.302
P 1.723 0.334 -3.322
O 2.175 -0.727 -4.253
O 0.111 0.417 -3.186
C -0.694 0.386 -4.366
O 1.877 -0.326 -1.843
C 1.187 -1.550 -1.600
H 1.913 3.721 -4.441
H 1.003 3.131 -3.035
H 2.788 3.047 -3.058
H -0.188 -0.113 -5.192
H -0.962 1.401 -4.658
H -1.607 -0.158 -4.134
H 1.393 -2.283 -2.379
H 0.114 -1.378 -1.519
H 1.547 -1.938 -0.653
C 2.439 1.406 0.728
O 1.559 2.547 0.590
P 0.103 2.632 1.400
O -0.578 3.648 0.563
O 0.797 3.232 2.742
C 1.600 4.405 2.623
O -1.101 1.934 2.242
C -1.903 2.798 3.046
H 3.328 1.597 0.134
H 2.729 1.273 1.774
H 1.952 0.510 0.356
H 1.330 5.002 1.753
H 2.644 4.097 2.562
H 1.472 5.008 3.521
H -2.264 3.653 2.477
H -1.346 3.135 3.918
H -2.759 2.215 3.384
C 9.100 5.339 4.963
O 7.676 5.250 4.739
P 7.073 3.812 4.146
O 5.783 4.269 3.584
O 6.979 3.182 5.646
C 6.242 3.876 6.649
O 7.187 2.304 3.500
C 6.071 1.479 3.859
H 9.312 6.323 5.372
H 9.426 4.578 5.677
H 9.641 5.224 4.024
H 5.474 4.516 6.214
H 6.916 4.474 7.263
H 5.765 3.130 7.283
H 5.125 1.984 3.672
H 6.137 1.178 4.902
H 6.110 0.580 3.245
C -6.796 -0.250 -7.423
O -5.367 -0.243 -7.634
P -4.451 -1.338 -6.772
O -3.121 -0.697 -6.860
O -4.700 -2.500 -7.887
C -4.344 -2.250 -9.244
O -4.283 -2.461 -5.603
C -3.257 -3.433 -5.788
H -7.233 0.499 -8.078
H -7.218 -1.228 -7.668
H -7.030 0.008 -6.390
H -3.561 -1.495 -9.322
H -5.221 -1.933 -9.809
H -3.978 -3.185 -9.667
H -2.304 -2.960 -6.023
H -3.531 -4.140 -6.569
H -3.162 -3.968 -4.845
C -6.873 4.395 3.726
O -6.245 3.140 4.062
P -6.673 2.403 5.525
O -5.430 1.576 5.594
O -7.918 1.656 4.761
C -7.682 0.978 3.531
O -7.357 1.938 6.959
C -7.550 0.543 7.165
H -6.504 4.703 2.751
H -7.960 4.283 3.676
H -6.612 5.160 4.458
H -6.644 0.658 3.439
H -7.945 1.621 2.690
H -8.328 0.101 3.511
H -6.636 -0.014 6.967
H -8.363 0.168 6.545
H -7.821 0.418 8.212
```

Values from the calculation:
E_LUMO, eV: -2.099
E, Eh: -7714.35144
Orbital gap, hartree: 0.2812
HOMO energy, eV: -9.75